DFT (ωB97M-V with the def2-TZVPD basis set) results for a structure of composition C22H26IrN5O2 in a non-equilibrium geometry.

* HOMO (spin up / spin down): -12.85 / -12.85 eV
* relative energy (zero: lowest compared OMol25 entry of this formula, charge and spin): 162.7 kJ/mol
* electronic energy: -37602.881 eV
* LUMO level (spin up / spin down): -7.313 / -7.294 eV
* HOMO-LUMO gap (spin up / spin down): 5.536 / 5.553 eV
* F_max: 1.2 eV/Å

Geometry as ORCA input:
```
! wB97M-V def2-TZVPD RIJCOSX def2/J DEFGRID3
* xyz 2 1
Ir -0.30 -1.35 0.73
O 0.09 -3.53 1.26
O -1.62 -2.59 2.32
N -0.32 1.17 -2.77
N -1.79 -0.11 0.22
N 0.67 1.25 0.07
N 0.94 -0.05 0.17
N -2.20 -4.63 3.82
C -4.11 0.01 -0.32
C 1.62 3.29 -0.74
C -0.26 2.86 1.56
C -0.94 -4.77 3.02
C 1.03 1.46 -2.40
C -2.93 -0.69 -0.21
C -0.46 1.80 0.77
C -0.82 -3.54 2.13
C -0.73 -0.17 -3.09
C 1.75 3.88 0.57
C 2.55 -1.72 -0.48
C 2.31 -0.42 -0.05
C -4.12 1.36 0.03
C 3.36 0.46 0.23
C 4.66 0.02 0.04
C 0.95 3.65 1.63
C -1.78 1.21 0.49
C 3.86 -2.15 -0.65
C 4.91 -1.27 -0.40
C 1.16 2.06 -1.01
C -1.22 2.27 -3.01
C -2.94 1.96 0.42
H 1.62 0.55 -2.47
H -5.03 1.93 -0.03
H -1.86 2.52 -2.15
H -0.09 -4.80 3.71
H 4.06 -3.15 -0.99
H 1.51 2.18 -3.08
H 1.97 3.87 -1.59
H 2.51 4.64 0.67
H -2.90 3.02 0.63
H -1.87 2.06 -3.86
H -2.49 -3.64 3.73
H 5.93 -1.60 -0.54
H -5.00 -0.49 -0.67
H -2.86 -1.74 -0.46
H -0.66 3.18 -3.26
H 5.48 0.69 0.26
H -2.08 -4.86 4.81
H -0.32 -0.89 -2.37
H -0.96 -5.69 2.44
H -2.96 -5.21 3.46
H -0.43 -0.49 -4.10
H -1.10 3.20 2.16
H 1.10 4.23 2.53
H -1.81 -0.25 -3.03
H 3.17 1.44 0.63
H 1.74 -2.40 -0.73
*
```

***

DFT (ωB97M-V with the def2-TZVPD basis set) results for a structure of composition C15H7Br2Cl4O2Zn in a non-equilibrium geometry.

* HOMO: -4.61 eV
* relative energy (zero: lowest compared OMol25 entry of this formula, charge and spin): 0.0 kJ/mol
* electronic energy: -258359.070 eV
* LUMO level: -1.048 eV
* HOMO-LUMO gap: 3.561 eV
* F_max: 2.8 eV/Å

Geometry as ORCA input:
```
! wB97M-V def2-TZVPD RIJCOSX def2/J DEFGRID3
* xyz -1 1
Br 0.15 -6.38 -0.28
Br -2.95 -4.75 -2.07
Zn -0.62 -4.85 -1.87
Cl 3.79 2.77 2.89
Cl -2.46 2.78 2.87
Cl -0.90 5.44 2.89
Cl 2.23 5.43 2.89
O 2.03 0.44 2.87
O -0.71 0.45 2.82
C -0.74 2.76 2.87
C 1.37 3.93 2.89
C 0.01 -1.81 -2.10
C -0.08 1.49 2.86
C 2.07 2.76 2.88
C 0.45 -1.47 -3.37
C -0.53 0.71 -3.11
C -1.04 -1.51 -0.06
C -0.98 0.39 -1.85
C 1.40 1.49 2.87
C -0.72 -0.88 -1.34
C 0.23 -3.07 -1.32
C -0.04 3.93 2.89
C -0.50 -2.74 -0.06
C 0.18 -0.21 -3.86
H -1.54 1.09 -1.25
H -1.58 -1.06 0.75
H 0.53 0.06 -4.85
H -0.62 -3.46 0.74
H -0.74 1.69 -3.51
H 1.30 -3.23 -1.14
H 1.02 -2.18 -3.94
*
```

***

DFT (ωB97M-V with the def2-TZVPD basis set) results for a cluster of 2 separate species, C4H8NS in total in a non-equilibrium geometry.

* HOMO (spin up / spin down): -13.21 / -13.44 eV
* relative energy (zero: lowest compared OMol25 entry of this formula, charge and spin): 637.6 kJ/mol
* electronic energy: -16588.798 eV
* LUMO level (spin up / spin down): -5.039 / -4.787 eV
* HOMO-LUMO gap (spin up / spin down): 8.172 / 8.652 eV
* F_max: 4.9 eV/Å

Geometry as ORCA input:
```
! wB97M-V def2-TZVPD RIJCOSX def2/J DEFGRID3
* xyz 1 1
S -2.00 2.34 -2.04
N 0.63 -0.23 0.58
C -0.48 -0.05 -0.40
C 0.65 -0.89 -0.74
C 0.41 -1.01 1.81
C -0.51 2.36 -1.25
H 0.01 -0.32 2.49
H -0.30 -1.88 1.72
H 1.49 -1.33 1.94
H 1.31 -0.48 -1.58
H 1.36 0.50 0.76
H 0.62 -1.90 -0.74
H -1.87 3.58 -2.45
H -1.33 -0.70 -0.12
*
```

***

DFT (ωB97M-V with the def2-TZVPD basis set) results for a structure of composition CHO3Rb in a non-equilibrium geometry.

* HOMO: -8.07 eV
* relative energy (zero: lowest compared OMol25 entry of this formula, charge and spin): 0.0 kJ/mol
* electronic energy: -7852.041 eV
* LUMO level: -0.939 eV
* HOMO-LUMO gap: 7.130 eV
* F_max: 1.1 eV/Å

Geometry as ORCA input:
```
! wB97M-V def2-TZVPD RIJCOSX def2/J DEFGRID3
* xyz 0 1
Rb 2.98 0.14 -1.27
O -1.31 0.12 0.97
O 0.77 0.77 0.48
O -0.33 -0.57 -0.92
C -0.22 0.09 0.13
H -1.90 -0.55 0.62
*
```

***

DFT (ωB97M-V with the def2-TZVPD basis set) results for a cluster of 6 separate species, C19H27N6O7PS in total in a non-equilibrium geometry.

* HOMO: -8.21 eV
* electronic energy: -63532.522 eV
* LUMO level: 0.290 eV
* HOMO-LUMO gap: 8.504 eV
* SMILES: O=C(OCOc1ccccc1)N(C[SH](=O)=O)P(O)O.CC#N.CC#N.CC#N.CC#N.CC#N
* F_max: 5.6 eV/Å

Geometry as ORCA input:
```
! wB97M-V def2-TZVPD RIJCOSX def2/J DEFGRID3
* xyz 0 1
S -1.54 -2.03 -1.89
P 0.61 -0.35 -5.18
O 0.42 0.92 -6.26
O -0.54 -2.80 -1.13
O 2.20 -0.43 -4.61
O -0.99 3.11 -2.56
O -2.82 0.00 -4.01
O -1.70 1.85 -4.47
O -2.72 -2.90 -2.05
N -2.92 -3.21 5.64
N -0.57 -0.28 -3.84
N 0.01 2.53 2.71
N 3.62 0.08 2.20
N 0.53 -1.28 2.06
N 3.92 0.37 -1.70
C -0.61 1.48 -0.79
C 1.32 3.00 -1.51
C -1.73 0.51 -4.12
C 2.22 2.35 -0.55
C -5.50 -3.04 5.26
C -0.07 2.55 -1.63
C -4.06 -3.13 5.47
C -0.78 3.26 2.34
C 3.95 -1.26 4.41
C 3.92 -0.75 -1.45
C 0.28 0.82 0.17
C -0.35 -1.29 2.80
C 1.66 1.24 0.25
C 3.90 -2.17 -1.14
C -0.92 -1.70 -3.58
C -0.62 2.56 -3.85
C -1.47 -1.29 3.74
C 3.76 -0.51 3.17
C -1.79 4.20 1.87
H -5.81 -2.01 5.06
H -0.43 3.46 -4.50
H -1.68 1.20 -0.90
H -1.47 5.24 2.01
H -1.58 -2.14 -4.38
H -6.06 -3.39 6.12
H 0.05 -2.27 -3.67
H 3.28 2.64 -0.46
H -1.99 -0.90 -1.24
H -5.81 -3.64 4.40
H -2.28 -0.64 3.40
H -0.17 -0.02 0.78
H 1.19 1.52 -6.11
H -2.74 4.08 2.40
H 4.14 -0.59 5.25
H 0.34 2.00 -3.80
H 4.91 -2.57 -1.02
H 2.34 0.71 0.96
H 2.19 -0.95 -3.78
H 3.06 -1.84 4.66
H -1.16 -0.93 4.73
H 1.67 3.83 -2.17
H 4.79 -1.95 4.34
H -2.00 4.07 0.80
H 3.42 -2.75 -1.93
H -1.88 -2.28 3.87
H 3.36 -2.37 -0.21
*
```

***

DFT (ωB97M-V with the def2-TZVPD basis set) results for a structure of composition C6H12N2 in a non-equilibrium geometry.

* HOMO: -9.05 eV
* relative energy (zero: lowest compared OMol25 entry of this formula, charge and spin): 861.4 kJ/mol
* electronic energy: -9387.922 eV
* LUMO level: 0.742 eV
* HOMO-LUMO gap: 9.795 eV
* F_max: 8.0 eV/Å

Geometry as ORCA input:
```
! wB97M-V def2-TZVPD RIJCOSX def2/J DEFGRID3
* xyz 0 1
N -0.20 -1.05 -0.02
N 2.58 -0.71 0.12
C 1.75 0.40 0.30
C -0.81 1.35 -0.08
C -1.52 -0.99 -0.71
C -0.86 -0.66 1.14
C 0.38 0.29 -0.41
C -1.81 0.17 0.20
H -0.38 1.90 0.72
H 2.19 1.18 -0.38
H 3.53 -0.19 -0.75
H -2.83 0.60 0.69
H -0.39 0.17 1.80
H -1.68 -0.84 -1.71
H 1.79 -1.65 -0.92
H 0.44 0.54 -1.53
H -1.01 2.27 -0.95
H -1.00 -1.58 1.59
H -2.02 -1.88 -0.40
H 1.84 0.70 1.30
*
```

***

Q: The lowest electronic energy belongs to which entry?
A: C15H7Br2Cl4O2Zn

***

Q: The highest electronic energy belongs to which entry?
A: CHO3Rb

***

Q: Which formula does entry 1 have?
A: C22H26IrN5O2